Formula: C52H73BrN2O22S
Source: the Open Molecules 2025 dataset
Level of theory: ωB97M-V with the def2-TZVPD basis set

The geometry in XYZ format:
```
151
C52H73BrN2O22S ωB97M-V with the def2-TZVPD basis set
C 1.877 1.344 -3.381
C 0.774 0.310 -3.573
C -0.666 0.638 -3.148
Br -0.855 2.601 -3.332
O -1.492 0.037 -4.132
S -3.080 0.167 -4.009
O -3.562 -0.985 -4.705
O -3.488 1.408 -4.592
C -3.599 0.099 -2.239
C -4.751 1.114 -2.177
C -5.997 0.838 -2.947
O -6.187 -0.037 -3.745
C -4.188 -1.303 -1.966
C -5.366 -1.482 -1.025
C -6.285 -2.456 -1.408
C -7.400 -2.736 -0.633
C -7.618 -2.058 0.555
C -6.706 -1.098 0.977
C -6.893 -0.357 2.269
C -5.599 -0.826 0.181
C -2.424 0.532 -1.218
C -2.623 1.978 -0.741
C -1.612 2.783 0.100
O -2.362 3.758 0.825
O -2.780 -0.304 -0.049
C -2.121 -0.169 1.044
N -1.535 -0.061 2.017
C -1.016 0.063 -1.723
C -0.976 -1.466 -1.911
C -1.003 -2.357 -0.669
C -0.101 -3.564 -0.877
O -0.534 -4.582 -0.015
C 0.267 -5.744 -0.118
N 0.070 0.554 -0.913
C 0.962 -0.136 -0.473
O 1.810 -0.795 -0.056
H 1.849 1.836 -2.419
H 1.933 2.049 -4.196
H 2.814 0.796 -3.414
H 0.713 0.095 -4.633
H 1.122 -0.593 -3.095
H -5.048 1.287 -1.154
H -4.438 2.089 -2.535
H -6.792 1.570 -2.734
H -3.430 -2.021 -1.698
H -4.538 -1.656 -2.924
H -6.132 -3.001 -2.324
H -8.092 -3.486 -0.973
H -8.502 -2.286 1.126
H -7.039 0.705 2.121
H -6.017 -0.502 2.894
H -7.721 -0.785 2.818
H -4.922 -0.064 0.525
H -3.514 1.964 -0.124
H -2.877 2.631 -1.557
H -0.946 3.336 -0.537
H -0.998 2.213 0.775
H -2.769 3.308 1.571
H -0.086 -1.733 -2.458
H -1.770 -1.786 -2.569
H -0.640 -1.873 0.228
H -1.979 -2.762 -0.426
H -0.115 -3.889 -1.920
H 0.913 -3.277 -0.592
H -0.211 -6.525 0.453
H 1.265 -5.545 0.264
H 0.370 -6.041 -1.161
O 5.656 -3.339 1.061
C 5.744 -2.212 1.455
C 4.718 -1.097 1.340
C 5.547 0.149 1.653
C 6.619 -0.413 2.580
O 6.828 -1.770 2.128
H 3.934 -1.270 2.079
H 4.285 -1.078 0.347
H 4.980 0.954 2.096
H 6.004 0.525 0.735
H 6.302 -0.441 3.621
H 7.561 0.125 2.515
O -8.200 4.123 -8.299
C -7.516 3.335 -7.717
C -7.625 1.816 -7.717
C -6.773 1.425 -6.510
C -5.760 2.561 -6.457
O -6.468 3.717 -6.948
H -7.215 1.439 -8.654
H -8.665 1.515 -7.627
H -6.307 0.446 -6.589
H -7.380 1.432 -5.605
H -4.896 2.387 -7.101
H -5.407 2.753 -5.449
O 1.253 3.349 0.548
C 1.300 3.701 1.694
C 0.887 5.039 2.267
C 1.522 5.012 3.658
C 1.539 3.519 3.965
O 1.706 2.875 2.683
H -0.202 5.077 2.309
H 1.250 5.846 1.650
H 0.986 5.595 4.404
H 2.543 5.392 3.606
H 0.601 3.171 4.401
H 2.357 3.220 4.615
O 6.740 -0.740 5.704
C 7.082 -1.844 6.032
C 7.001 -3.122 5.215
C 7.198 -4.204 6.278
C 8.055 -3.481 7.312
O 7.645 -2.096 7.224
H 7.805 -3.111 4.478
H 6.046 -3.188 4.703
H 7.658 -5.117 5.906
H 6.235 -4.467 6.719
H 9.120 -3.540 7.080
H 7.893 -3.844 8.319
O 0.253 7.823 1.251
C 1.011 8.497 0.616
C 1.266 8.456 -0.880
C 2.579 9.228 -1.017
C 2.505 10.179 0.174
O 1.770 9.462 1.182
H 0.436 8.957 -1.381
H 1.332 7.428 -1.224
H 2.702 9.742 -1.967
H 3.421 8.546 -0.893
H 1.961 11.096 -0.060
H 3.479 10.442 0.577
O 1.240 -2.846 -8.603
C 0.215 -2.342 -8.254
C -1.199 -2.873 -8.423
C -2.061 -1.638 -8.152
C -1.174 -0.850 -7.197
O 0.178 -1.164 -7.586
H -1.360 -3.658 -7.683
H -1.332 -3.280 -9.421
H -3.042 -1.855 -7.735
H -2.201 -1.078 -9.077
H -1.313 -1.150 -6.162
H -1.326 0.225 -7.274
O 8.299 -5.370 9.733
C 7.330 -5.848 10.249
C 7.146 -7.258 10.779
C 5.627 -7.363 10.930
C 5.242 -5.911 11.193
O 6.208 -5.129 10.468
H 7.664 -7.334 11.736
H 7.561 -7.981 10.082
H 5.299 -8.040 11.715
H 5.187 -7.697 9.990
H 5.312 -5.646 12.250
H 4.249 -5.655 10.834
```

Results
Kohn-Sham gap = 9.59 eV
lowest unoccupied orbital energy = 0.23 eV
largest force on an atom = 2.29 eV/Å
SMILES string = CC[C@@]1(Br)OS(=O)(=O)[C@@](CC=O)(Cc2cccc(C)c2)[C@@](CCO)(OC#N)[C@]1(CCCOC)N=C=O.O=C1CCCO1.O=C1CCCO1.O=C1CCCO1.O=C1CCCO1.O=C1CCCO1.O=C1CCCO1.O=C1CCCO1
E_HOMO = -9.359 eV
spin multiplicity = 1
total charge = 0


Formula: C4H11NO3
Source: the Open Molecules 2025 dataset
Level of theory: ωB97M-V with the def2-TZVPD basis set

The geometry in XYZ format:
```
19
C4H11NO3 ωB97M-V with the def2-TZVPD basis set
C 1.684 2.030 0.905
C 1.037 0.610 0.548
O -0.313 0.900 1.045
C 0.930 0.557 -1.055
C 0.136 -0.751 -1.448
N -0.376 -1.180 -2.618
O -0.023 -1.572 -0.575
H 0.996 2.644 1.425
H 2.751 1.926 1.149
H 1.689 2.686 -0.073
H 1.431 -0.356 0.837
H -0.579 -0.088 1.283
H 0.305 1.547 -1.134
H 1.897 0.698 -1.476
H -0.145 -0.883 -3.555
H -0.701 -2.124 -2.678
O -3.500 -2.107 2.842
H -4.390 -2.366 2.388
H -2.831 -2.172 2.189
```

Results
Kohn-Sham gap = 10.59 eV
lowest unoccupied orbital energy = 0.73 eV
largest force on an atom = 5.22 eV/Å
SMILES string = C[C@@H](O)CC(N)=O.O
E_HOMO = -9.861 eV
spin multiplicity = 1
total charge = 0
ΔE to the lowest compared entry with this formula, charge and spin = 62.9 kcal/mol


Formula: C2H7ClN3
Source: the Open Molecules 2025 dataset
Level of theory: ωB97M-V with the def2-TZVPD basis set

The geometry in XYZ format:
```
13
C2H7ClN3 ωB97M-V with the def2-TZVPD basis set
C -0.056 -0.205 0.330
C 1.093 0.090 -0.554
N -0.351 1.132 0.447
N 0.795 1.546 -0.313
N -1.316 -0.903 -0.153
Cl 2.604 -0.549 0.164
H 0.371 -1.256 1.426
H 1.200 -0.288 -1.663
H -0.794 1.730 1.135
H 1.517 1.994 0.159
H -2.144 -0.907 0.450
H -1.337 -1.902 -0.441
H -1.583 -0.481 -0.985
```

Results
Kohn-Sham gap = 9.24 eV
lowest unoccupied orbital energy = -3.91 eV
largest force on an atom = 6.19 eV/Å
E_HOMO = -13.149 eV
spin multiplicity = 1
total charge = +1
ΔE to the lowest compared entry with this formula, charge and spin = 120.2 kcal/mol


Formula: C30H22ClCo2N2O6
Source: the Open Molecules 2025 dataset
Level of theory: ωB97M-V with the def2-TZVPD basis set

The geometry in XYZ format:
```
63
C30H22ClCo2N2O6 ωB97M-V with the def2-TZVPD basis set
O 1.222 -3.396 4.239
C 0.154 -3.297 3.774
Co -1.435 -3.093 3.069
C -1.273 -4.180 1.717
O -1.234 -4.855 0.783
C -2.555 -3.964 4.092
O -3.275 -4.633 4.714
C -1.992 -1.123 3.110
C -1.567 -0.482 4.331
C -2.078 -0.900 5.588
C -1.420 -0.486 6.755
C -0.382 0.450 6.682
C 0.072 0.922 5.442
C -0.510 0.456 4.260
C -1.527 -1.200 1.799
C -0.404 -0.718 1.018
Co -3.306 -0.858 1.789
C -4.626 -1.304 2.915
O -5.396 -1.658 3.706
C -3.421 -2.093 0.545
O -3.380 -2.981 -0.205
C -3.973 0.598 0.924
O -4.461 1.420 0.264
H -2.912 -1.620 5.612
H -1.705 -0.929 7.719
H 0.070 0.794 7.607
H 0.923 1.604 5.351
H -0.092 0.759 3.289
H -0.053 -1.422 0.223
H 0.470 -0.431 1.603
C 1.686 3.181 -1.542
N 2.154 2.005 -2.283
C 1.355 1.125 -2.903
H -0.731 0.243 0.683
C -0.043 1.357 -3.352
C -0.054 1.773 -4.699
C -1.241 2.095 -5.349
Cl -1.206 2.687 -6.960
C -2.461 1.933 -4.676
C -2.475 1.479 -3.339
C -1.272 1.201 -2.657
N 2.030 -0.025 -3.081
C 1.378 -1.331 -3.230
C 3.397 0.185 -2.771
C 3.488 1.501 -2.278
C 4.694 2.214 -2.397
C 5.756 1.619 -3.093
C 5.656 0.303 -3.581
C 4.498 -0.448 -3.368
H 2.598 3.722 -1.284
H 1.019 3.830 -2.153
H 1.110 2.990 -0.594
H 0.870 1.885 -5.250
H -3.383 2.159 -5.219
H -3.459 1.361 -2.845
H -1.319 0.882 -1.603
H 2.166 -2.052 -3.449
H 0.832 -1.671 -2.312
H 0.631 -1.374 -4.054
H 4.784 3.223 -1.996
H 6.688 2.172 -3.262
H 6.506 -0.123 -4.126
H 4.414 -1.483 -3.693
```

Results
Kohn-Sham gap = 2.28 eV
lowest unoccupied orbital energy = 0.32 eV
largest force on an atom = 5.72 eV/Å
E_HOMO = -1.956 eV
spin multiplicity = 1
total charge = -1
ΔE to the lowest compared entry with this formula, charge and spin = 70.3 kcal/mol